Model 1:
This record from the OMol25 dataset describes a 2-piece molecular cluster, C2H3NO2 overall. The level of theory is ωB97M-V with the def2-TZVPD basis set.

```
8
C2H3NO2 ωB97M-V with the def2-TZVPD basis set
C -0.07 -1.12 -0.52
C -0.28 0.31 -0.14
N 0.13 -0.73 0.79
O 0.02 -2.01 -1.31
O 0.52 1.31 -0.51
H -1.73 0.94 0.07
H 0.94 -0.57 1.36
H 0.47 1.86 0.25
```

Output
Multiplicity   1
Highest occupied orbital energy   -9.6 eV
M   73.05 g/mol
HOMO-LUMO gap   0.37118 Eh
Net charge   0

---

Model 2:
This record from the OMol25 dataset describes C2H3NO2 in the gas phase. The level of theory is ωB97M-V with the def2-TZVPD basis set.

```
8
C2H3NO2 ωB97M-V with the def2-TZVPD basis set
C -0.28 1.04 -0.17
C -0.59 -0.51 0.08
N 1.65 -0.21 -0.20
O 0.74 -1.10 -0.15
O 1.31 0.98 -0.12
H -0.65 1.68 0.58
H -1.10 -1.05 0.87
H -1.08 -0.82 -0.89
```

Output
Multiplicity   1
Highest occupied orbital energy (alpha / beta)   -7.7 / -8.2 eV
M   73.05 g/mol
HOMO-LUMO gap (alpha / beta)   0.26121 / 0.30040 Eh
Net charge   0

---

Stability ranking, top and bottom: model 1 is the most stable and model 2 is the least stable.

---

Model 1:
This record from the OMol25 dataset describes C3H4N4O in the gas phase. The level of theory is ωB97M-V with the def2-TZVPD basis set.

```
12
C3H4N4O ωB97M-V with the def2-TZVPD basis set
N -1.90 -0.49 -0.15
C -0.60 -0.02 -0.03
C 0.58 -0.88 0.08
C 1.85 -0.29 -0.05
O 2.94 -0.82 -0.25
N 1.91 1.08 0.13
N 0.98 1.87 -0.07
N -0.31 1.27 -0.27
H -1.87 -1.59 -0.49
H -2.73 -0.16 0.37
H 0.27 -1.86 0.60
H -1.13 1.90 0.13
```

Output
Multiplicity   1
Highest occupied orbital energy   -9.0 eV
M   112.09 g/mol
SMILES string   Nc1cc(=O)nn[nH]1
HOMO-LUMO gap   0.32851 Eh
Net charge   0

---

Model 2:
This record from the OMol25 dataset describes C3H4N4O in the gas phase. The level of theory is ωB97M-V with the def2-TZVPD basis set.

```
12
C3H4N4O ωB97M-V with the def2-TZVPD basis set
H -0.03 2.61 -0.45
N -0.56 1.69 -0.15
C 0.22 0.73 -0.02
O 1.55 0.74 0.18
C 1.94 -0.46 -0.04
N 1.00 -1.39 -0.12
N -0.16 -0.48 0.11
N -1.38 -0.97 -0.12
C -2.47 -0.24 0.15
H 3.04 -0.76 0.12
H -3.38 -0.82 -0.13
H -2.51 0.90 0.48
```

Output
Multiplicity   1
Highest occupied orbital energy   -8.8 eV
M   112.09 g/mol
SMILES string   [H]/N=c1\ocnn1N=C
HOMO-LUMO gap   0.35517 Eh
Net charge   0

---

Model 3:
This record from the OMol25 dataset describes C3H4N4O in the gas phase. The level of theory is ωB97M-V with the def2-TZVPD basis set.

```
12
C3H4N4O ωB97M-V with the def2-TZVPD basis set
N 2.31 -0.26 -0.01
N 1.35 -0.96 -0.02
C 0.13 -0.50 -0.10
C -0.34 0.87 0.01
C -1.67 0.79 0.03
O -2.53 -0.17 0.07
N -2.06 -1.51 0.13
N -0.87 -1.66 -0.19
H 2.47 0.91 0.34
H 3.16 -0.80 0.46
H 0.32 1.73 -0.36
H -2.27 1.57 -0.36
```

Output
Multiplicity   1
Highest occupied orbital energy   -7.8 eV
M   112.09 g/mol
SMILES string   N/N=c1\cconn1
HOMO-LUMO gap   0.29971 Eh
Net charge   0

---

Model 4:
This record from the OMol25 dataset describes C3H4N4O in the gas phase. The level of theory is ωB97M-V with the def2-TZVPD basis set.

```
12
C3H4N4O ωB97M-V with the def2-TZVPD basis set
H 1.75 1.37 1.73
N 1.34 0.56 1.30
C 1.76 0.57 0.06
N 1.40 -0.35 -0.88
N 0.31 -1.19 -0.57
C -0.88 -0.71 -0.06
O -1.60 -1.30 0.78
C -1.29 0.76 -0.35
N -1.79 1.87 -0.38
H 2.49 1.25 -0.43
H 1.51 -0.29 -1.86
H 0.68 -1.95 0.07
```

Output
Multiplicity   1
Highest occupied orbital energy   -10.3 eV
M   112.09 g/mol
SMILES string   [H]/N=C/NNC(=O)C#N
HOMO-LUMO gap   0.37862 Eh
Net charge   0

---

Stability ranking, top and bottom: model 4 is the most stable and model 3 is the least stable.

---

Model 1:
This record from the OMol25 dataset describes C3H4N4O as an isolated structure. The level of theory is ωB97M-V with the def2-TZVPD basis set.

```
12
C3H4N4O ωB97M-V with the def2-TZVPD basis set
C -0.80 0.24 -0.16
C 0.59 -0.35 -0.11
C 1.95 0.24 0.20
H -0.19 2.43 -0.47
H -1.95 2.07 0.26
H -1.12 -2.84 0.20
H 1.74 1.28 0.51
N -1.08 1.48 -0.06
N -1.68 -0.72 -0.09
N -0.84 -1.81 0.03
N 0.40 -1.68 -0.10
O 2.98 -0.33 -0.20
```

Output
Multiplicity   1
Highest occupied orbital energy   -8.6 eV
M   112.09 g/mol
HOMO-LUMO gap   0.31233 Eh
Net charge   0

---

Model 2:
This record from the OMol25 dataset describes C3H4N4O in the gas phase. The level of theory is ωB97M-V with the def2-TZVPD basis set.

```
12
C3H4N4O ωB97M-V with the def2-TZVPD basis set
H -2.89 0.71 -0.40
N -2.49 -0.18 -0.14
C -1.17 0.02 -0.02
N -0.50 1.37 -0.26
C 0.80 1.38 0.14
N 1.93 0.45 0.14
C 1.68 -0.69 -0.23
O 0.47 -1.35 -0.41
N -0.33 -0.96 0.75
H 1.20 2.42 0.30
H 2.34 -1.63 -0.55
H -1.04 -1.54 0.67
```

Output
Multiplicity   1
Highest occupied orbital energy   -10.1 eV
M   112.09 g/mol
SMILES string   [H]/N=C1\N=CN=CON1
HOMO-LUMO gap   0.34819 Eh
Net charge   0

---

Model 3:
This record from the OMol25 dataset describes a 2-piece molecular cluster, C3H4N4O overall. The level of theory is ωB97M-V with the def2-TZVPD basis set.

```
12
C3H4N4O ωB97M-V with the def2-TZVPD basis set
C 0.10 0.11 1.04
C 1.45 -0.32 -1.31
C 0.13 -0.37 -1.45
H -2.62 0.38 2.23
H 2.24 -0.20 -2.14
H -0.33 -0.42 -2.48
H -1.66 -0.32 -0.15
N -0.56 1.01 1.87
N 1.49 -0.09 1.14
N 2.04 -0.47 0.02
N -0.57 -0.28 -0.13
O -1.72 0.97 1.36
```

Output
Multiplicity   1
Highest occupied orbital energy   -8.3 eV
M   112.09 g/mol
HOMO-LUMO gap   0.27070 Eh
Net charge   0

---

Stability ranking, top and bottom: model 1 is the most stable and model 3 is the least stable.

---

Model 1:
This record from the OMol25 dataset describes a 3-piece molecular cluster, C4H14O3 overall. The level of theory is ωB97M-V with the def2-TZVPD basis set.

```
21
C4H14O3 ωB97M-V with the def2-TZVPD basis set
C -3.63 -0.24 0.33
O -4.34 1.02 0.36
C -2.15 0.19 0.48
C -1.33 0.70 -0.80
C 0.07 0.21 -0.75
H -3.73 -0.99 -0.59
H -4.20 -0.82 1.26
H -4.12 1.33 -0.51
H -2.12 0.95 1.19
H -1.64 -0.58 1.02
H -1.89 0.33 -1.67
H -1.22 1.78 -0.95
H 0.71 0.36 -1.70
H 0.56 0.54 0.12
H 0.32 -0.80 -0.55
H 4.25 -0.16 -0.05
H 3.34 0.86 0.89
O 3.90 0.73 0.15
H 5.29 -2.90 -0.28
H 6.29 -2.34 0.76
O 5.49 -2.10 0.18
```

Output
Multiplicity   2
Highest occupied orbital energy (alpha / beta)   1.0 / -6.6 eV
M   110.15 g/mol
⟨S²⟩   0.750
HOMO-LUMO gap (alpha / beta)   0.06212 / 0.34105 Eh
Net charge   -1

---

Model 2:
This record from the OMol25 dataset describes a 3-piece molecular cluster, C4H14O3 overall. The level of theory is ωB97M-V with the def2-TZVPD basis set.

```
21
C4H14O3 ωB97M-V with the def2-TZVPD basis set
C -0.16 -2.20 -1.56
O 0.49 -1.29 -2.50
C -1.22 -1.42 -0.78
C -2.25 -2.32 -0.10
C -2.78 -1.81 1.25
H 0.63 -2.61 -1.02
H -0.68 -3.02 -2.12
H 1.34 -1.29 -2.01
H -0.71 -0.74 -0.11
H -1.69 -0.79 -1.44
H -2.97 -2.43 -0.84
H -1.92 -3.32 0.15
H -3.62 -0.94 1.25
H -3.14 -2.47 2.06
H -2.08 -1.19 1.77
H 4.46 4.49 1.05
H 4.84 5.00 -0.33
O 5.26 4.70 0.49
H 2.06 5.06 0.89
H 2.13 4.35 2.44
O 2.03 4.24 1.45
```

Output
Multiplicity   2
Highest occupied orbital energy (alpha / beta)   0.9 / -6.7 eV
M   110.15 g/mol
⟨S²⟩   0.750
HOMO-LUMO gap (alpha / beta)   0.07267 / 0.34793 Eh
Net charge   -1

---

Stability ranking, top and bottom: model 2 is the most stable and model 1 is the least stable.